1.
Molecular formula: C14H22ClNO
Method: DFT, ωB97M-V/def2-TZVPD

Properties
M: 255.789 Da
Charge: 0
E_HOMO: -0.299 Ha
Energy: -30934.4374 eV
E_LUMO: 0.7 eV
Maximum force: 2.5 eV Å⁻¹
SMILES string: C[C@H](CN(C)C)[C@@](C)(O)Cc1ccc(Cl)cc1
Multiplicity: 1

Geometry (Å):
C -0.91402 -1.96223 -0.97242
C -0.23966 -0.57514 -1.13289
C 0.94232 -0.65111 -2.09627
N 0.53955 -1.30057 -3.40812
C -0.02357 -0.35024 -4.40979
C 1.53855 -2.24229 -3.96236
C 0.20986 0.05273 0.24231
C 0.88926 -0.90120 1.16047
O 1.25154 1.05882 0.08810
C -0.98444 0.69347 0.90023
C -0.78152 1.32187 2.25148
C -0.99899 0.54266 3.39764
C -0.95742 1.11864 4.67478
C -0.73434 2.48585 4.81550
Cl -0.52726 3.22153 6.38499
C -0.63304 3.28905 3.67517
C -0.61173 2.68868 2.38975
H -1.73289 -1.90177 -0.29601
H -0.18431 -2.68597 -0.56828
H -1.33440 -2.29464 -1.95393
H -0.99498 0.07910 -1.60470
H 1.74034 -1.19598 -1.58575
H 1.27517 0.35977 -2.29820
H -0.70512 0.31824 -3.89568
H -0.58260 -0.87453 -5.16776
H 0.75997 0.24071 -4.85499
H 2.48877 -1.78532 -4.20202
H 1.75683 -3.03711 -3.24625
H 1.12510 -2.69351 -4.88007
H 1.72333 -1.35052 0.61061
H 0.21124 -1.73047 1.51420
H 1.27751 -0.40655 2.05937
H 1.56378 1.31291 0.97706
H -1.27484 1.48606 0.22851
H -1.85001 0.03000 0.93862
H -1.16226 -0.53695 3.34477
H -1.05435 0.47902 5.54333
H -0.48686 4.35534 3.80744
H -0.52453 3.34164 1.53116

2.
Molecular formula: C14H22ClNO2P
Method: DFT, ωB97M-V/def2-TZVPD

Properties
M: 302.762 Da
Charge: +1
E_HOMO: -0.411 Ha
Energy: -42263.1868 eV
E_LUMO: -3.5 eV
Maximum force: 4.1 eV Å⁻¹
Multiplicity: 1

Geometry (Å):
C -4.72028 -3.27804 -1.11488
P -4.10914 -1.72387 -1.97782
C -3.01848 -2.33382 -3.35095
C -3.12307 -0.78394 -0.67072
C -3.69851 0.65443 -0.56635
O -2.94944 1.52798 -1.42832
C -1.71550 1.75070 -0.76242
C -0.90487 0.45263 -0.44328
C -0.38955 0.33910 1.01305
C 0.48104 1.56333 1.30872
O 0.97864 2.20246 0.50017
Cl 0.72843 1.96001 3.03275
N -1.62889 -0.81867 -0.83096
H -5.79064 -3.19712 -0.89671
H -4.56049 -4.14176 -1.78322
H -4.09100 -3.43421 -0.22370
H -3.57168 -2.88992 -4.11931
H -2.47287 -1.48905 -3.80650
H -2.24750 -3.03630 -2.96176
H -3.35433 -1.26649 0.29930
H -4.77496 0.68974 -0.77505
H -3.56285 1.07360 0.45485
H -1.10079 2.38034 -1.42431
H -1.85296 2.34942 0.16228
H -0.00518 0.48256 -1.08149
H 0.30374 -0.53014 1.03970
H -1.16440 0.13907 1.76931
H -1.30190 -1.07036 -1.76726
H -1.28057 -1.54284 -0.19444
C 4.16597 0.93404 2.29558
C 4.26966 1.74338 1.17046
C 5.51189 1.97630 0.59451
C 6.64901 1.39332 1.13726
C 6.54519 0.58213 2.25947
C 5.30530 0.35564 2.84111
H 3.19821 0.75413 2.74941
H 3.38369 2.19427 0.74287
H 5.59368 2.61253 -0.27821
H 7.61686 1.57167 0.68541
H 7.43236 0.12664 2.68178
H 5.22616 -0.27287 3.71972

3.
Molecular formula: C14H22I2LaNO3P2S2
Method: DFT, ωB97M-V/def2-TZVPD

Properties
Energy above the lowest of the compared OMol25 structures with the same formula, charge and spin: 102.65 kJ/mol
M: 771.130 Da
Charge: +2
E_HOMO (alpha / beta): -0.563 / -0.559 Ha
Energy: -79801.1762 eV
E_LUMO (alpha / beta): -9.8 / -10.2 eV
Maximum force: 5.3 eV Å⁻¹
Multiplicity: 1

Geometry (Å):
I 3.73160 3.40115 -2.25538
I 4.40906 0.10822 -0.59018
La 1.76063 1.53459 -0.96274
P 1.94449 1.36120 1.98470
C 2.50873 0.20992 3.27913
C 3.24772 2.65830 1.92480
H 3.37772 3.05210 2.94047
H 0.99201 2.66997 3.76098
H 2.95052 3.47041 1.23994
H 0.29134 3.11505 2.14338
H 3.43900 -0.27067 2.93645
H 4.17673 2.23298 1.52333
C 0.60762 2.28867 2.79905
H 2.65155 0.75815 4.22730
H -0.25494 1.61707 2.91522
H 1.73396 -0.57033 3.37879
P 0.89604 -0.19292 -3.14532
C 1.01019 -1.89505 -3.75676
C -0.75997 0.33175 -3.71849
H 1.83683 1.88260 -4.01896
H 1.63849 0.62705 -5.31221
H 3.00285 0.56952 -4.08802
C 1.94715 0.80984 -4.27252
H -0.93106 1.38095 -3.42669
H -0.78994 0.20005 -4.81597
H 0.74936 -1.92818 -4.82663
H 0.31936 -2.50157 -3.14857
H -1.50746 -0.27444 -3.18377
H 2.03426 -2.25591 -3.57505
C 1.58476 -0.87102 -0.30585
O 1.81956 -1.95054 0.03576
O -1.15348 -3.64636 0.40593
S -1.98848 -2.69628 -0.29154
O -2.79005 -2.99652 -1.46445
N -1.18890 -1.22189 -0.50233
C -1.70761 -0.18665 0.14917
S -1.16811 1.37893 -0.26361
C -2.78576 -0.56322 1.09145
C -3.52999 0.14653 2.07135
C -4.45539 -0.51793 2.90034
C -4.68315 -1.89671 2.73076
C -3.96972 -2.59585 1.73304
C -3.05223 -1.92775 0.93481
H -3.39919 1.22519 2.20535
H -5.01825 0.01565 3.68551
H -5.41115 -2.42375 3.34957
H -4.11671 -3.66231 1.57847

4.
Molecular formula: C14H22I2N4O3PS2TeV
Method: DFT, ωB97M-V/def2-TZVPD

Properties
Energy above the lowest of the compared OMol25 structures with the same formula, charge and spin: 120.91 kJ/mol
M: 821.815 Da
Charge: +2
E_HOMO (alpha / beta): -0.463 / -0.464 Ha
Energy: -107110.2479 eV
E_LUMO (alpha / beta): -7.1 / -7.1 eV
Maximum force: 2.9 eV Å⁻¹
Multiplicity: 3

Geometry (Å):
V -0.08551 -1.04083 -1.19818
C -1.41487 3.80178 -4.70749
C -1.24640 2.47733 -4.06538
C -2.11120 1.41946 -4.20800
C -1.90490 0.24569 -3.47497
N -0.87324 0.16474 -2.61915
C 0.02186 1.16919 -2.53251
S 1.32685 0.90635 -1.50856
N -0.16968 2.30153 -3.25219
C -2.78611 -0.94182 -3.62376
H -2.05420 3.73924 -5.58384
H -0.45541 4.23330 -4.99530
H -1.88411 4.48849 -3.99714
H -2.95568 1.49907 -4.87622
H 0.51778 3.04042 -3.15947
H -2.75829 -1.29154 -4.65829
H -3.82162 -0.67958 -3.40411
H -2.46303 -1.74262 -2.96137
I -1.54958 0.71599 0.91183
I -3.66680 -0.63608 0.03804
S 0.67864 -2.46751 -2.88978
C 2.20965 -2.81161 -2.23192
N 2.96635 -3.79537 -2.78236
C 4.17071 -4.13483 -2.27744
C 4.64459 -3.47446 -1.18358
C 3.82775 -2.46639 -0.65303
N 2.65064 -2.15218 -1.16082
H 2.59507 -4.28410 -3.58704
H 4.70777 -4.92956 -2.77554
H 5.59952 -3.71902 -0.74613
H 4.13695 -1.89937 0.21715
C -2.72221 -4.70991 -2.51539
C -2.13577 -4.78200 -1.12416
O -1.49610 -3.50894 -0.81917
P -0.55462 -3.38851 0.47327
O -0.00341 -1.94537 0.23528
Te 1.13768 -4.98678 0.71392
O -1.63113 -3.27867 1.62409
C -1.38820 -3.66714 3.00369
C -0.62677 -2.59708 3.75368
H -3.11818 -5.68809 -2.78363
H -1.94978 -4.44268 -3.23744
H -3.53320 -3.98188 -2.56327
H -1.38284 -5.56827 -1.06057
H -2.90548 -4.96375 -0.37344
H -0.84897 -4.61498 3.01363
H -2.37980 -3.82209 3.42225
H 0.31382 -2.37139 3.24698
H -0.39835 -2.95167 4.75791
H -1.21174 -1.68054 3.83758

5.
Molecular formula: C14H22IMoN2O6Si
Method: DFT, ωB97M-V/def2-TZVPD

Properties
Energy above the lowest of the compared OMol25 structures with the same formula, charge and spin: 0.00 kJ/mol
M: 565.268 Da
Charge: +1
E_HOMO (alpha / beta): -0.441 / -0.452 Ha
Energy: -47972.8153 eV
E_LUMO (alpha / beta): -4.0 / -3.9 eV
Maximum force: 0.4 eV Å⁻¹
Multiplicity: 3

Geometry (Å):
Mo -0.76928 0.19300 0.20445
O -3.06091 0.45611 0.34549
C -3.67726 0.06031 -0.90871
C -2.79900 0.59006 -2.01448
N -1.39129 0.11706 -1.89760
C -1.22525 -1.29336 -2.30436
C -1.56813 -2.22669 -1.13513
O -1.88855 -3.36359 -1.29327
O -1.45723 -1.63320 0.06613
C -0.48975 1.10614 -2.52509
C -0.31970 2.30284 -1.57436
O 0.18743 3.32203 -1.91890
O -0.77117 2.06470 -0.32107
H -3.50370 -0.02826 1.05455
H -4.66658 0.51100 -0.97627
H -3.77952 -1.02521 -0.93420
H -2.78690 1.67784 -1.95925
H -3.20347 0.30067 -2.98754
H -0.17728 -1.46184 -2.55705
H -1.83505 -1.55108 -3.17094
H -0.85621 1.46129 -3.48948
H 0.49348 0.65814 -2.66645
I 3.02845 0.82985 4.85358
C 1.13136 1.11772 4.06940
C 0.15766 1.82096 4.76150
C -1.08930 1.98084 4.17681
C -1.32076 1.43904 2.93192
N -0.38148 0.75075 2.26029
C 0.82708 0.59920 2.82335
H 0.36794 2.24113 5.73566
H -1.87480 2.52831 4.67709
H -2.27258 1.57782 2.43801
H 1.55608 0.04784 2.25046
C 3.63322 -0.88124 0.95188
Si 2.44693 -1.02645 -0.46581
C 1.98031 -2.79569 -0.78874
C 3.11901 -0.16748 -1.96886
O 1.02106 -0.22389 -0.04726
H 4.57282 -1.36109 0.66623
H 3.28182 -1.37925 1.85824
H 3.86123 0.16026 1.19050
H 2.84426 -3.45130 -0.66181
H 1.60938 -2.94981 -1.80447
H 1.21152 -3.13447 -0.09008
H 4.16213 -0.45159 -2.12528
H 3.09314 0.91808 -1.84687
H 2.57883 -0.42751 -2.88219

6.
Molecular formula: C14H22N
Method: DFT, ωB97M-V/def2-TZVPD

Properties
Energy above the lowest of the compared OMol25 structures with the same formula, charge and spin: 241.34 kJ/mol
M: 204.337 Da
Charge: +1
E_HOMO: -0.448 Ha
Energy: -16356.7851 eV
E_LUMO: -4.2 eV
Maximum force: 2.3 eV Å⁻¹
Multiplicity: 1

Geometry (Å):
C -0.95107 -0.01872 -1.07781
C -1.74013 1.20241 -1.07791
C -3.06039 1.43045 -1.41083
C -4.11953 0.52752 -1.62707
C -4.04850 -0.86242 -1.62285
C -2.89798 -1.64795 -1.42304
C -1.60542 -1.29296 -1.10863
H 0.05629 0.05544 -1.53531
H -1.16415 2.09689 -0.80165
H -3.34743 2.48595 -1.51329
H -5.12267 0.95926 -1.79304
H -5.00342 -1.39110 -1.77417
H -3.07801 -2.72599 -1.52870
H -0.92238 -2.12112 -0.89064
C 3.93007 -0.14355 0.57230
C 2.53824 -0.74382 0.46359
C 2.41826 -1.72588 -0.70562
C 1.48850 0.35594 0.46472
C 1.58925 1.27312 1.67072
C 0.17851 1.64761 2.08541
C -0.73582 0.55005 1.52796
N 0.06753 -0.20409 0.52802
H 4.14907 0.52997 -0.27021
H 4.04165 0.43018 1.50103
H 4.68422 -0.94067 0.59156
H 2.35405 -1.31530 1.38876
H 2.43685 -1.21557 -1.68591
H 3.26898 -2.42908 -0.66336
H 1.50217 -2.34002 -0.64425
H 1.51630 0.90371 -0.47452
H 2.05011 0.70862 2.49833
H 2.21334 2.13287 1.44867
H 0.10913 1.67590 3.18154
H -0.18184 2.58672 1.64096
H -1.05834 -0.12784 2.32514
H -1.62526 0.89962 1.00051
H 0.06983 -1.20617 0.73962